Here is H12NaO6 as an isolated structure from OMol25. Energies are from wB97M-V/def2-TZVPD.

Last column: Löwdin charge in e.
Geometry (Å):
Na -0.004 -0.206 0.277  0.468
O -0.690 2.165 -0.425  -0.033
H -0.431 3.065 -0.187  0.072
H -1.590 2.247 -0.763  0.057
O -2.343 -0.746 -0.289  -0.032
H -3.063 -0.151 -0.529  0.066
H -2.589 -1.604 -0.659  0.074
O 0.900 0.934 2.471  -0.033
H 0.116 1.385 2.812  0.060
H 1.587 1.119 3.122  0.063
O -0.371 -0.059 -2.641  -0.042
H -0.083 0.842 -2.837  0.048
H -1.312 -0.073 -2.847  0.039
O 2.467 -0.174 -0.158  -0.033
H 3.002 -0.118 0.642  0.058
H 3.069 0.056 -0.877  0.068
O 0.474 -2.540 0.796  -0.034
H 1.180 -3.063 1.194  0.070
H -0.321 -3.079 0.896  0.064

Results
**Orbital gap**: 11.551 eV
**Energy relative to the best compared isomer or geometry (same formula, charge and spin)**: 26.23 kJ/mol
**F_max**: 0.47 eV/A
**Net charge**: +1
**HOMO level**: -14.731 eV
**Electronic energy**: -16893.057 eV